1.
This record from the Open Molecules 2025 dataset describes a structure of composition C8H12N2OZn at a distorted geometry. The level of theory is ωB97M-V/def2-TZVPD.

Structure (ORCA input):
```
! wB97M-V def2-TZVPD RIJCOSX def2/J DEFGRID3
* xyz 2 1
C -3.10170 1.52013 -2.28949
O -2.58773 0.84524 -1.08703
C -1.27783 0.21677 -1.32604
C -0.95191 -1.05603 -0.30518
N -0.82194 -0.64937 1.14889
C 0.69457 -0.46095 1.38879
C 1.17621 1.06235 1.48336
C 2.75779 1.39658 1.68239
C 3.62057 0.01636 1.74690
C 2.86374 -1.39457 1.66437
N 1.42821 -1.75076 1.48832
H -2.62092 1.17144 -3.29886
H -2.87779 2.67364 -2.18989
H -4.25675 1.28497 -2.34867
H -0.39168 1.01605 -1.29529
H -1.21827 -0.24974 -2.42346
H -1.78457 -1.90610 -0.40253
H 0.03694 -1.55631 -0.74921
H -1.19173 -1.41086 1.77040
H 0.39869 1.94266 1.40863
H 3.19326 2.48124 1.73550
H 4.79319 0.06120 1.85605
H 3.57495 -2.35192 1.75883
Zn -1.45532 -2.90202 -1.41676
*
```

The calculation puts the HOMO energy at -15.786 eV. Its max |F| is 8.0 eV/A. The value obtained for the HOMO-LUMO gap is 3.41 eV.

Atom charges from the Mulliken analysis, given in e for atoms 1 to 8: -0.61, -0.29, -0.18, 0.30, -0.20, 0.25, -0.22, -0.30


2.
This record from the Open Molecules 2025 dataset describes an isolated molecule of C15H10F3N3O4S at a distorted geometry. The level of theory is ωB97M-V/def2-TZVPD.

Structure (ORCA input):
```
! wB97M-V def2-TZVPD RIJCOSX def2/J DEFGRID3
* xyz 0 1
N -0.22350 2.75584 -1.54166
S -1.75147 3.01839 -0.99794
O -2.51847 1.97820 -1.70589
O -2.13163 4.38385 -1.39595
C -1.75707 2.78531 0.79178
C -2.33523 3.77068 1.61615
C -2.37059 3.59754 2.98293
C -1.78510 2.46369 3.53508
C -1.27343 1.43903 2.71962
C -1.19480 1.62307 1.35736
N -0.73749 0.58931 0.55495
C 0.37892 -0.07551 0.80480
C 1.42115 0.01215 1.84672
O 1.61115 0.78307 2.76810
N 2.30377 -1.00240 1.67457
C 1.98328 -1.66636 0.49820
C 2.61414 -2.74823 -0.12890
C 2.07771 -3.29599 -1.30258
C 0.83698 -2.80422 -1.84037
O 0.18785 -3.29687 -2.93874
C 0.76339 -4.32889 -3.75913
F 2.04171 -3.95707 -4.17931
F -0.03920 -4.48199 -4.80686
F 0.81181 -5.55227 -3.12254
C 0.22985 -1.74104 -1.17892
C 0.78811 -1.18112 -0.02373
H -0.32712 2.79977 -2.55195
H -0.02930 1.80219 -1.26372
H -2.74714 4.68200 1.17581
H -2.87465 4.40982 3.53279
H -1.72797 2.40572 4.61752
H -0.92122 0.52945 3.22920
H 3.24574 -1.05063 2.07739
H 3.52560 -3.12447 0.29437
H 2.62600 -4.16490 -1.73347
H -0.70178 -1.35711 -1.60568
*
```

The energy relative to the best compared isomer or geometry (same formula, charge and spin) comes out at 0.419 eV. The calculation puts the HOMO energy at -8.905 eV. Its max |F| is 4.3 eV/A. The value obtained for the HOMO-LUMO gap is 7.09 eV.

Atom charges from the Mulliken analysis, given in e for atoms 1 to 8: -0.67, 1.36, -0.63, -0.71, -0.26, -0.31, -0.54, -0.67


3.
This record from the Open Molecules 2025 dataset describes an isolated molecule of C20H28N4O3. The level of theory is ωB97M-V/def2-TZVPD.

Structure (ORCA input):
```
! wB97M-V def2-TZVPD RIJCOSX def2/J DEFGRID3
* xyz 0 1
C 5.11421 -0.76941 -1.53346
C 3.99693 -1.79588 -1.66601
C 3.22640 -1.96088 -0.34325
C 2.17935 -3.08790 -0.44649
C 0.94538 -2.65906 -1.23588
C 0.36802 -1.38222 -0.63449
C 1.45560 -0.30149 -0.61571
N 2.67114 -0.68358 0.06580
C 2.82858 -0.29876 1.44340
C 2.06973 -1.12096 2.51869
C 1.16248 -0.26113 3.40415
N 0.09656 0.34573 2.64410
C -1.08365 -0.25086 2.45750
O -1.39890 -1.29640 3.05042
C -2.01797 0.39991 1.51568
C -3.29369 -0.17649 1.32948
O -3.66646 -1.24912 1.97665
N -4.19154 0.33838 0.48399
C -3.88638 1.40343 -0.21181
C -4.84047 1.94753 -1.10730
C -4.56960 3.05150 -1.86200
C -5.56170 3.63669 -2.80909
C -3.28985 3.65201 -1.72864
C -2.38462 3.12887 -0.87009
N -2.66289 2.02929 -0.11857
C -1.65205 1.54643 0.77226
O -0.58450 2.15472 0.80327
H 5.84805 -1.09666 -0.79995
H 4.70286 0.18193 -1.20725
H 5.61980 -0.62700 -2.48584
H 4.41648 -2.76314 -1.94988
H 3.31428 -1.48355 -2.45564
H 3.95816 -2.25124 0.41973
H 2.64003 -3.95893 -0.91684
H 1.86889 -3.38548 0.55748
H 1.21557 -2.47837 -2.27850
H 0.20036 -3.45810 -1.21883
H -0.48244 -1.03149 -1.22448
H 0.00965 -1.58246 0.37647
H 1.71430 -0.06594 -1.65630
H 1.07461 0.61406 -0.16080
H 2.52610 0.74997 1.51338
H 3.90073 -0.33630 1.66283
H 1.44732 -1.87220 2.03538
H 2.77771 -1.64639 3.16113
H 0.70157 -0.89012 4.17067
H 1.73840 0.53259 3.88637
H 0.29406 1.16159 2.07216
H -2.87621 -1.52800 2.55531
H -5.78741 1.43595 -1.15442
H -5.77049 4.67109 -2.53942
H -6.49059 3.07429 -2.79888
H -5.15788 3.63556 -3.82070
H -3.03967 4.52444 -2.30972
H -1.39440 3.53354 -0.71607
*
```

The energy relative to the best compared isomer or geometry (same formula, charge and spin) comes out at 0.665 eV. The calculation puts the HOMO energy at -7.732 eV. Its max |F| is 0.9 eV/A. The value obtained for the HOMO-LUMO gap is 7.59 eV.

Atom charges from the Mulliken analysis, given in e for atoms 1 to 8: -1.35, -0.63, -0.40, -0.97, -1.01, 0.14, -1.32, 0.32